# 1
The following is a DFT calculation (the ωB97M-V functional and the def2-TZVPD basis) of a cluster of 2 separate species, C3H12NOS in total.

Geometry as XYZ:
```
18
Properties=species:S:1:pos:R:3
C -0.382 0.350 1.680
C 0.168 -0.163 0.365
C -0.888 -0.346 -0.705
S -0.111 -0.618 -2.328
N 0.795 -1.543 0.554
H -0.361 1.433 1.663
H -1.430 0.068 1.785
H 0.168 -0.020 2.539
H 1.000 0.438 0.009
H -1.488 0.554 -0.751
H -1.550 -1.169 -0.452
H -0.700 -1.780 -2.622
H 0.964 -1.902 -0.401
H 0.160 -2.168 1.062
H 1.678 -1.532 1.064
H 1.434 2.704 -1.205
H 0.016 3.237 -1.256
O 0.526 2.458 -1.001
```

Orbital gap ... 10.0 eV
E ... -649.4448 a.u.
Energy relative to the best compared isomer or geometry (same formula, charge and spin) ... 0.158 eV
Total charge ... +1
Molar mass ... 110.20 g/mol
HOMO energy ... -13.35 eV

# 2
The following is a DFT calculation (the ωB97M-V functional and the def2-TZVPD basis) of the ion C3H12NOSi with charge +1 in a non-equilibrium geometry.

Geometry as XYZ:
```
18
Properties=species:S:1:pos:R:3
C -0.073 -0.408 -2.569
C 0.534 -0.084 1.930
C -0.263 1.170 -0.733
N 0.623 -1.405 1.199
O -0.372 -0.184 -1.207
Si -0.847 1.118 1.174
H -0.365 -1.419 -2.621
H 1.081 -0.203 -2.565
H -0.755 0.296 -3.209
H 1.551 0.327 1.926
H 0.253 -0.205 2.946
H 0.804 1.618 -0.938
H -0.897 1.829 -1.442
H -0.413 -1.765 0.958
H 0.990 -1.324 0.202
H 1.336 -2.076 1.637
H -1.199 2.484 1.671
H -1.986 0.229 1.643
```

Orbital gap ... 10.2 eV
E ... -540.6533 a.u.
Energy relative to the best compared isomer or geometry (same formula, charge and spin) ... 2.838 eV
Total charge ... +1
SMILES string ... COC[SiH2]C[NH3+]
Molar mass ... 106.22 g/mol
HOMO energy ... -13.82 eV

# 3
The following is a DFT calculation (the ωB97M-V functional and the def2-TZVPD basis) of a cluster of 2 separate species, C3H12NP2 in total in a non-equilibrium geometry.

Geometry as XYZ:
```
18
Properties=species:S:1:pos:R:3
C 0.330 -0.117 -1.744
C 1.109 0.666 0.528
C -0.955 -0.682 0.197
N 0.386 -0.372 -0.225
P -2.570 1.477 -0.112
P 1.642 -1.901 0.079
H 0.547 -1.062 -2.196
H -0.691 0.069 -2.147
H 1.087 0.542 -2.167
H 0.598 1.716 0.474
H 0.980 0.345 1.580
H 2.130 0.718 0.147
H -1.030 -1.109 1.151
H -1.505 -1.228 -0.498
H -3.845 0.644 -0.193
H -2.845 2.030 1.223
H 1.311 -1.537 1.451
H 0.579 -2.856 -0.045
```

Orbital gap (alpha / beta) ... 7.8 / 7.8 eV
E ... -858.5390 a.u.
Energy relative to the best compared isomer or geometry (same formula, charge and spin) ... 2.386 eV
Total charge ... +1
Molar mass ... 124.08 g/mol
HOMO energy (alpha / beta) ... -12.75 / -12.75 eV

# 4
The following is a DFT calculation (the ωB97M-V functional and the def2-TZVPD basis) of a cluster of 2 separate species, C3H12NS2 in total.

Geometry as XYZ:
```
18
Properties=species:S:1:pos:R:3
C 0.131 -1.877 -1.791
N 1.011 -0.676 -1.613
H 0.752 -2.760 -1.833
H -0.547 -1.925 -0.943
H -0.435 -1.755 -2.705
H 1.639 -0.535 -2.406
H 1.588 -0.766 -0.778
H 0.461 0.205 -1.489
C -0.924 0.489 2.746
C -0.658 0.632 1.256
S 0.188 2.224 0.996
S 0.041 2.442 -1.068
H -1.530 1.312 3.114
H 0.007 0.461 3.311
H -1.482 -0.431 2.931
H -1.579 0.628 0.685
H -0.022 -0.190 0.912
H 1.358 2.522 -1.326
```

Orbital gap ... 8.9 eV
E ... -972.3758 a.u.
Energy relative to the best compared isomer or geometry (same formula, charge and spin) ... 0.379 eV
Total charge ... +1
Molar mass ... 126.27 g/mol
HOMO energy ... -12.52 eV

# 5
The following is a DFT calculation (the ωB97M-V functional and the def2-TZVPD basis) of a cluster of 3 separate species, C3H12O2S2 in total in a non-equilibrium geometry.

Geometry as XYZ:
```
19
Properties=species:S:1:pos:R:3
C 0.544 -2.483 -1.402
C 0.964 -1.446 -0.384
S -0.513 -0.504 0.035
S -0.013 -0.373 2.146
C 0.721 1.277 2.163
H 0.102 -3.169 -0.635
H -0.195 -2.189 -2.186
H 1.403 -3.152 -1.739
H 1.569 -0.743 -0.933
H 1.323 -1.992 0.536
H 1.698 1.517 1.658
H 0.923 1.502 3.339
H -0.105 1.977 1.804
H -2.966 1.578 -2.397
H -1.833 0.797 -1.838
O -1.959 1.689 -2.236
H 0.169 2.053 -2.213
H 1.209 2.823 -1.368
O 0.926 1.929 -1.662
```

Orbital gap ... 9.1 eV
E ... -1068.2988 a.u.
Energy relative to the best compared isomer or geometry (same formula, charge and spin) ... 1.779 eV
Total charge ... 0
SMILES string ... CCSSC.O.O
Molar mass ... 144.26 g/mol
HOMO energy ... -8.74 eV

# 6
The following is a DFT calculation (the ωB97M-V functional and the def2-TZVPD basis) of a cluster of 3 separate species, C3H12O2S2 in total in a non-equilibrium geometry.

Geometry as XYZ:
```
19
Properties=species:S:1:pos:R:3
C 0.227 -2.674 -1.010
C 0.628 -1.376 -0.114
S -0.692 -0.296 0.476
S -0.441 -0.283 2.599
C 0.748 1.104 2.921
H 0.364 -3.697 -0.570
H -0.854 -2.416 -1.226
H 0.751 -2.565 -1.938
H 1.327 -0.840 -0.865
H 1.000 -1.724 0.799
H 1.681 0.714 2.531
H 0.775 1.444 4.008
H 0.654 1.938 2.265
H -2.892 1.774 -2.542
H -2.219 0.692 -1.582
O -2.130 1.553 -1.954
H -0.088 1.658 -0.986
H 0.388 2.884 -1.644
O 0.772 2.110 -1.169
```

Orbital gap ... 9.4 eV
E ... -1068.3072 a.u.
Energy relative to the best compared isomer or geometry (same formula, charge and spin) ... 1.550 eV
Total charge ... 0
SMILES string ... CCSSC.O.O
Molar mass ... 144.26 g/mol
HOMO energy ... -9.12 eV

# 7
The following is a DFT calculation (the ωB97M-V functional and the def2-TZVPD basis) of a cluster of 3 separate species, C3H12O2S2 in total in a non-equilibrium geometry.

Geometry as XYZ:
```
19
Properties=species:S:1:pos:R:3
C 1.779 0.511 -2.956
C 1.353 1.243 -1.672
S 0.442 0.099 -0.559
S 1.378 0.361 1.236
C 0.747 1.971 1.777
H 2.449 -0.301 -2.707
H 0.926 0.117 -3.508
H 2.313 1.240 -3.570
H 0.752 2.107 -1.933
H 2.232 1.501 -1.099
H -0.328 1.989 1.614
H 1.278 2.788 1.301
H 0.958 2.012 2.838
H -2.925 -1.888 0.031
H -1.649 -1.228 0.445
O -2.607 -1.131 0.535
H -3.436 -3.778 2.082
H -2.709 -3.420 3.335
O -2.955 -4.193 2.812
```

Orbital gap ... 9.4 eV
E ... -1068.3441 a.u.
Energy relative to the best compared isomer or geometry (same formula, charge and spin) ... 0.546 eV
Total charge ... 0
SMILES string ... CCSSC.O.O
Molar mass ... 144.26 g/mol
HOMO energy ... -8.82 eV

# 8
The following is a DFT calculation (the ωB97M-V functional and the def2-TZVPD basis) of a cluster of 3 separate species, C3H12O2S2 in total in a non-equilibrium geometry.

Geometry as XYZ:
```
19
Properties=species:S:1:pos:R:3
C 2.419 0.765 -0.025
C 2.272 1.778 -1.230
C 1.097 0.374 0.617
S -0.153 -0.159 -0.712
S -1.779 -0.203 0.489
H 2.955 1.387 0.710
H 3.085 -0.063 -0.238
H 1.453 1.363 -1.803
H 2.261 2.814 -0.883
H 3.162 1.833 -1.865
H 0.656 1.269 1.044
H 1.183 -0.502 1.225
H -2.068 -1.488 0.453
H -0.960 -4.620 -2.833
H -0.098 -3.482 -2.261
O -0.762 -4.151 -2.019
H -1.796 1.932 3.128
H -0.379 2.285 3.687
O -0.967 2.379 2.932
```

Orbital gap ... 9.0 eV
E ... -1068.3241 a.u.
Energy relative to the best compared isomer or geometry (same formula, charge and spin) ... 1.091 eV
Total charge ... 0
SMILES string ... CCCSS.O.O
Molar mass ... 144.26 g/mol
HOMO energy ... -8.50 eV

# 9
The following is a DFT calculation (the ωB97M-V functional and the def2-TZVPD basis) of a cluster of 3 separate species, C3H12O2S2 in total in a non-equilibrium geometry.

Geometry as XYZ:
```
19
Properties=species:S:1:pos:R:3
C -1.842 -1.292 0.305
C -1.370 0.178 0.532
S 0.240 0.298 1.406
S -0.163 1.759 2.800
C 0.491 0.964 4.370
H -1.512 -1.742 -0.628
H -1.552 -1.942 1.132
H -2.930 -1.230 0.294
H -2.150 0.625 1.125
H -1.152 0.544 -0.467
H 0.772 1.803 5.004
H 1.357 0.373 4.102
H -0.339 0.447 4.836
H 1.690 0.805 -3.707
H 0.743 1.978 -3.876
O 0.974 1.127 -4.288
H 1.913 -1.777 -3.677
H 2.276 -1.053 -4.840
O 2.553 -1.865 -4.424
```

Orbital gap ... 8.4 eV
E ... -1068.3225 a.u.
Energy relative to the best compared isomer or geometry (same formula, charge and spin) ... 1.134 eV
Total charge ... 0
SMILES string ... CCSSC.O.O
Molar mass ... 144.26 g/mol
HOMO energy ... -8.23 eV

# 10
The following is a DFT calculation (the ωB97M-V functional and the def2-TZVPD basis) of a cluster of 4 separate species, C3H12O4 in total in a non-equilibrium geometry.

Geometry as XYZ:
```
19
Properties=species:S:1:pos:R:3
O 0.082 1.261 -0.025
C 0.436 0.203 0.430
C -0.500 -0.939 0.699
C 0.088 -2.348 0.514
H 1.449 0.016 0.858
H -1.381 -0.778 0.077
H -0.780 -0.781 1.745
H -0.461 -2.861 -0.275
H -0.077 -2.960 1.400
H 1.150 -2.362 0.276
H -0.594 2.075 -2.055
H -0.826 2.160 -3.548
O -1.262 1.922 -2.737
H 2.456 0.020 -2.297
H 2.756 0.893 -1.060
O 3.165 0.356 -1.752
H -2.161 1.247 1.865
H -1.471 1.792 3.073
O -2.069 1.084 2.813
```

Orbital gap ... 11.0 eV
E ... -422.4370 a.u.
Energy relative to the best compared isomer or geometry (same formula, charge and spin) ... 0.665 eV
Total charge ... 0
SMILES string ... CCC=O.O.O.O
Molar mass ... 112.12 g/mol
HOMO energy ... -10.44 eV

# 11
The following is a DFT calculation (the ωB97M-V functional and the def2-TZVPD basis) of a cluster of 3 separate species, C3H12O4 in total in a non-equilibrium geometry.

Geometry as XYZ:
```
19
Properties=species:S:1:pos:R:3
C 0.964 -0.808 1.030
O 1.158 -1.932 1.901
C 0.080 -1.225 -0.116
C -0.328 -0.025 -0.984
O -1.402 -0.334 -1.844
H 1.933 -0.510 0.649
H 0.464 -0.019 1.576
H 1.410 -1.585 2.763
H -0.839 -1.653 0.278
H 0.532 -1.967 -0.774
H 0.542 0.323 -1.553
H -0.637 0.799 -0.352
H -1.100 -0.940 -2.526
H 2.893 2.231 0.320
H 2.389 3.677 0.312
O 2.496 2.897 -0.250
H -4.047 0.933 -0.216
H -2.833 0.024 -0.339
O -3.675 0.113 0.126
```

Orbital gap ... 11.0 eV
E ... -422.4331 a.u.
Energy relative to the best compared isomer or geometry (same formula, charge and spin) ... 0.773 eV
Total charge ... 0
SMILES string ... OCCCO.O.O
Molar mass ... 112.12 g/mol
HOMO energy ... -10.44 eV

# 12
The following is a DFT calculation (the ωB97M-V functional and the def2-TZVPD basis) of a cluster of 4 separate species, C3H12O4 in total in a non-equilibrium geometry.

Geometry as XYZ:
```
19
Properties=species:S:1:pos:R:3
C 0.981 0.160 1.839
O 1.800 -0.703 1.101
C 1.175 1.588 1.360
C 0.223 2.495 1.452
H -0.100 -0.031 1.804
H 1.171 0.075 2.918
H 1.246 -1.400 0.737
H 2.227 1.781 1.155
H 0.205 3.443 0.935
H -0.671 2.353 2.051
H -0.787 0.643 -1.780
H -1.182 0.069 -0.436
O -1.559 0.494 -1.220
H -2.857 -2.587 -2.276
H -2.176 -1.256 -1.975
O -2.000 -2.211 -2.052
H 0.024 -1.900 -1.943
H 1.512 -1.577 -2.133
O 0.770 -1.437 -1.537
```

Orbital gap ... 10.0 eV
E ... -422.4150 a.u.
Energy relative to the best compared isomer or geometry (same formula, charge and spin) ... 1.265 eV
Total charge ... 0
SMILES string ... C=CCO.O.O.O
Molar mass ... 112.12 g/mol
HOMO energy ... -9.39 eV

# 13
The following is a DFT calculation (the ωB97M-V functional and the def2-TZVPD basis) of a cluster of 5 separate species, C3H12O4 in total in a non-equilibrium geometry.

Geometry as XYZ:
```
19
Properties=species:S:1:pos:R:3
C 0.355 1.713 -1.237
O 1.329 0.800 -0.733
C -0.998 1.350 -0.528
C -2.032 1.072 -1.320
H 0.772 2.710 -0.943
H 0.168 1.652 -2.360
H -1.783 -1.277 -0.424
H -1.042 1.327 0.556
H -2.993 0.714 -1.021
H -1.915 1.440 -2.242
H 1.404 -0.925 -0.538
H 0.329 -1.818 0.013
O 1.224 -1.940 -0.349
H -0.209 -1.673 2.159
H -1.276 -1.882 0.857
O -0.829 -2.277 1.797
H 1.028 0.541 0.682
H 0.653 -0.401 2.399
O 0.890 0.265 1.706
```

Orbital gap ... 4.4 eV
E ... -422.0603 a.u.
Energy relative to the best compared isomer or geometry (same formula, charge and spin) ... 10.916 eV
Total charge ... 0
Molar mass ... 112.12 g/mol
HOMO energy ... -9.75 eV